Record 1
Molecular formula: C17H25BF4N8O4V
Method: DFT, ωB97M-V with the def2-TZVPD basis set

Computed properties:
E   -2770.2845 a.u.
Orbital gap (spin up / spin down)   7.099 / 7.604 eV
Lowest unoccupied orbital energy (spin up / spin down)   -3.05 / -2.55 eV
HOMO level (spin up / spin down)   -10.2 / -10.1 eV
Spin multiplicity   2

Geometry (Å):
1 O -9.95882 23.21880 -0.96069
2 V -9.55041 24.49764 -0.16325
3 B -8.23822 25.86923 -2.40037
4 F -7.79749 25.31003 -1.22569
5 F -9.50584 25.40385 -2.57394
6 F -8.16458 27.25629 -2.31119
7 F -7.36256 25.44293 -3.39091
8 O -6.19415 22.26590 1.22208
9 C -7.44627 22.60816 1.63388
10 O -8.08169 21.88017 2.41409
11 O -7.94130 23.58391 0.97716
12 H -6.13512 21.45748 1.73644
13 C -5.53837 23.26726 -1.54013
14 C -4.39855 22.39565 -1.70729
15 N -3.52428 21.62032 -1.87443
16 H -5.87657 23.44416 -2.56113
17 H -5.32897 24.17854 -0.97993
18 H -6.27660 22.65493 -1.02229
19 C -13.26514 27.22650 -1.83452
20 C -12.36504 26.32315 -1.13832
21 N -11.61124 25.54947 -0.69342
22 H -12.73959 27.70127 -2.66307
23 H -13.66957 28.03337 -1.22335
24 H -14.19066 26.70940 -2.08775
25 C -10.94635 25.35966 -5.03388
26 C -10.70396 25.50590 -6.45036
27 N -10.48844 25.64229 -7.55023
28 H -10.37722 24.50997 -4.65678
29 H -12.00011 25.10547 -4.91961
30 H -10.56103 26.19512 -4.44939
31 C -4.69301 25.28489 -5.68368
32 C -4.11791 26.66894 -5.64316
33 N -3.64368 27.77069 -5.62309
34 H -5.19948 25.05226 -6.62041
35 H -5.40797 25.02617 -4.90266
36 H -3.82902 24.63861 -5.52894
37 C -8.33961 27.27024 3.41903
38 C -8.89006 26.79054 2.08198
39 N -9.22576 26.42542 1.03181
40 H -8.84424 26.89133 4.30779
41 H -8.39015 28.35535 3.32926
42 H -7.28482 27.00865 3.50314
43 C -8.23132 27.49381 -5.97842
44 C -7.91082 28.86442 -5.63389
45 N -7.69729 29.95994 -5.30796
46 H -7.48586 27.22969 -6.72851
47 H -9.19004 27.47684 -6.49673
48 H -8.23883 26.85051 -5.09852
49 C -10.45025 29.76088 -3.27676
50 C -11.03439 29.86450 -1.93270
51 N -11.54746 29.91281 -0.89082
52 H -9.45266 29.32376 -3.31948
53 H -10.53014 30.70188 -3.82105
54 H -11.03265 29.02000 -3.82449
55 C -5.16461 28.23771 -1.44462
56 C -4.13141 29.09659 -0.84002
57 N -3.35049 29.78292 -0.29167
58 H -6.15696 28.37536 -1.01525
59 H -4.88666 27.20901 -1.21523
60 H -5.27188 28.29425 -2.52786

Atomic forces in eV per Å
O 0.225 1.704 1.162
V 1.942 -2.524 -0.524
B 1.807 1.612 -1.927
F -0.281 -1.261 2.913
F -1.604 -0.242 -0.148
F -0.509 0.072 0.065
F -0.169 -0.206 -0.511
O -0.582 0.268 0.825
C -2.378 -1.870 -0.174
O 1.379 1.127 -0.511
O -1.423 2.646 -1.300
H 0.905 -0.624 0.093
C -0.259 -0.539 -0.421
C 3.408 -2.673 -0.281
N -2.665 2.476 0.505
H -0.298 0.528 0.166
H -0.005 -0.163 -0.171
H -0.156 0.419 0.028
C -0.712 0.335 0.411
C 1.824 -1.751 0.922
N -1.048 1.805 -0.666
H -0.199 -0.325 -0.132
H 0.671 0.056 0.468
H 0.334 -0.376 -0.617
C 0.157 -0.787 0.153
C -0.203 -0.115 1.993
N 0.368 0.235 -2.446
H -0.021 -0.114 -0.136
H -0.018 0.415 0.430
H -0.552 0.185 -0.207
C 0.702 0.387 0.176
C 1.095 4.125 0.126
N -2.198 -5.157 -0.069
H 0.368 0.239 -0.157
H 0.079 0.673 0.257
H -0.111 -0.287 -0.277
C -0.192 0.067 -1.639
C 0.333 -0.514 0.156
N 0.227 0.194 1.849
H -0.368 0.007 -0.450
H -0.109 0.050 0.408
H -0.054 -0.184 -0.312
C 0.077 0.420 -0.679
C 0.131 2.025 1.134
N -0.320 -1.634 -0.563
H 0.023 -0.617 0.179
H 0.044 -0.026 0.135
H 0.253 -0.011 -0.189
C -0.406 -0.487 -0.140
C -0.314 0.013 1.138
N 0.737 -0.141 -1.505
H 0.184 0.542 0.481
H 0.267 -0.049 0.159
H -0.354 0.064 -0.123
C 0.155 -0.574 0.196
C 1.392 1.885 1.159
N -2.097 -1.951 -1.544
H 0.162 0.350 0.115
H 0.024 -0.113 -0.047
H 0.333 0.390 0.063

---

Record 2
Molecular formula: C17H25BN2O4
Method: DFT, ωB97M-V with the def2-TZVPD basis set

Computed properties:
Energy relative to the best compared isomer or geometry (same formula, charge and spin)   173.1 kJ/mol
E   -1098.1538 a.u.
Orbital gap   8.732 eV
SMILES string   C=CC(=O)N(CC)CC(=O)N[C@@H](Cc1ccc(C)cc1C)B(O)O
Lowest unoccupied orbital energy   0.37 eV
HOMO level   -8.4 eV
Spin multiplicity   1

Geometry (Å):
1 C 3.32959 2.95466 0.27676
2 C 3.03706 2.65757 1.50566
3 C 1.82461 3.02141 2.27110
4 O 1.28788 4.08521 2.04923
5 N 1.45773 2.19433 3.32207
6 C 0.42941 2.67493 4.20872
7 C -0.93549 2.60125 3.49531
8 C 1.65747 0.72800 3.15845
9 C 0.79560 0.28998 2.07845
10 O -0.41507 0.07358 2.20745
11 N 1.46106 0.23235 0.90187
12 C 0.89779 -0.30910 -0.29498
13 C 0.15474 -1.65998 -0.13191
14 C -0.44278 -2.16130 -1.37276
15 C 0.34908 -2.78052 -2.36459
16 C -0.21535 -3.17470 -3.57222
17 C -1.63898 -3.01668 -3.77685
18 C -2.32996 -3.28892 -5.05403
19 C -2.33896 -2.36488 -2.81606
20 C -1.81417 -2.08016 -1.58654
21 C -2.68125 -1.56983 -0.55004
22 B -0.06529 0.73782 -1.14871
23 O 0.05935 0.79667 -2.48769
24 O -0.93343 1.34190 -0.30612
25 H 2.54881 3.25491 -0.37684
26 H 4.06013 2.36446 -0.22950
27 H 3.79785 2.14762 2.08210
28 H 0.68856 3.72293 4.50071
29 H 0.30030 1.97647 5.07996
30 H -1.58183 3.28258 4.02489
31 H -0.70872 2.95055 2.46695
32 H -1.20865 1.51682 3.40348
33 H 2.69780 0.35891 3.01960
34 H 1.35961 0.34823 4.08923
35 H 2.47725 0.20888 0.88318
36 H 1.69367 -0.30078 -1.02984
37 H 0.74332 -2.40859 0.36345
38 H -0.54757 -1.45438 0.61152
39 H 1.45093 -2.75516 -2.30844
40 H 0.37780 -3.42500 -4.46685
41 H -3.22454 -3.82487 -4.80162
42 H -1.72425 -3.72927 -5.73767
43 H -2.66492 -2.36806 -5.48517
44 H -3.41811 -2.14564 -2.92739
45 H -2.52131 -2.03350 0.38725
46 H -2.68008 -0.44364 -0.51781
47 H -3.71223 -1.84447 -0.78194
48 H -0.41566 1.52765 -2.87348
49 H -0.71880 1.08976 0.61169

Atomic forces in eV per Å
C -1.069 -1.265 -1.643
C 0.778 -0.663 2.112
C 0.187 0.573 0.364
O -0.433 0.379 0.147
N 1.862 -0.582 -0.976
C -1.286 -0.308 0.479
C 1.229 -0.401 -0.720
C 1.286 1.574 1.308
C -0.520 -1.093 -1.402
O 0.770 0.097 -0.451
N 0.031 -0.728 0.315
C -0.727 0.259 -3.022
C 1.526 0.690 0.296
C 0.116 -1.463 -1.108
C 0.202 0.943 -0.716
C -1.676 0.304 -0.570
C 2.692 0.646 -0.267
C -1.247 1.146 1.712
C -1.708 -0.590 0.482
C 1.680 0.457 -0.085
C -2.221 1.806 0.020
B 0.538 -1.695 2.659
O 0.178 0.315 -0.030
O -0.538 1.238 -0.572
H -0.537 1.065 -0.444
H 1.272 0.425 -0.093
H 0.067 -0.287 0.188
H -0.221 -0.984 -0.060
H 0.874 0.889 -0.445
H -0.798 -0.161 -0.127
H -0.797 0.108 0.562
H -0.391 1.440 0.481
H -0.413 0.859 -0.018
H -0.626 -0.922 1.179
H -0.533 0.330 0.568
H 0.719 -0.941 0.050
H 0.990 -0.497 -0.020
H -1.545 0.258 0.851
H -0.612 -0.206 0.289
H -0.111 -0.308 0.781
H -0.416 -0.733 -0.394
H 1.567 -1.786 -2.055
H -0.212 0.744 -0.301
H 0.602 -0.295 -0.240
H 0.481 -0.007 1.191
H 0.179 -1.074 0.464
H -0.103 0.104 -0.129
H -0.455 0.312 -0.373
H -0.631 0.029 -0.236

---

Record 3
Molecular formula: C17H25F3N4O3
Method: DFT, ωB97M-V with the def2-TZVPD basis set

Computed properties:
Energy relative to the best compared isomer or geometry (same formula, charge and spin)   46.4 kJ/mol
E   -1407.1860 a.u.
Orbital gap   9.175 eV
SMILES string   CCCNC(=O)[C@H](c1n[nH]cc1C)N1CC[C@@H](C(F)(F)F)C[C@H]1C(=O)OC
Lowest unoccupied orbital energy   0.65 eV
HOMO level   -8.5 eV
Spin multiplicity   1

Geometry (Å):
1 C -2.58733 3.23708 -2.05886
2 C -3.58354 2.59607 -1.10161
3 C -3.58406 1.07360 -1.18617
4 N -2.32348 0.48198 -0.77169
5 C -1.42448 -0.00761 -1.66020
6 O -1.55949 0.06658 -2.86454
7 C -0.17450 -0.67856 -1.07031
8 C -0.21442 -2.16034 -1.30724
9 N -1.35200 -2.82455 -1.41717
10 N -0.98384 -4.09954 -1.58259
11 C 0.35967 -4.26102 -1.57729
12 C 0.90877 -3.01723 -1.39359
13 C 2.34768 -2.62619 -1.31053
14 N 0.17148 -0.42949 0.33019
15 C -0.57606 -1.11895 1.36607
16 C 0.33292 -1.46619 2.53550
17 C 0.94287 -0.17991 3.08328
18 C 1.90767 -0.46066 4.21041
19 F 2.95779 -1.20443 3.81258
20 F 2.40880 0.67379 4.73607
21 F 1.31432 -1.12898 5.21788
22 C 1.62162 0.62731 1.97896
23 C 0.65943 0.85526 0.81146
24 C 1.25341 1.73927 -0.27946
25 O 0.71078 1.98848 -1.32308
26 O 2.43905 2.25432 0.06624
27 C 3.01004 3.14960 -0.89935
28 H -2.59706 4.32400 -1.96390
29 H -1.57370 2.88587 -1.86463
30 H -2.82658 2.98186 -3.09233
31 H -3.36300 2.89584 -0.07154
32 H -4.59648 2.94867 -1.31613
33 H -4.37975 0.65850 -0.56360
34 H -3.75942 0.75471 -2.21358
35 H -2.17239 0.30735 0.20462
36 H 0.63282 -0.28793 -1.68728
37 H -1.68997 -4.79891 -1.72112
38 H 0.81555 -5.22821 -1.71040
39 H 2.99815 -3.49528 -1.40160
40 H 2.61234 -1.92703 -2.10671
41 H 2.56517 -2.13647 -0.35915
42 H -1.40407 -0.49825 1.76232
43 H -1.02127 -2.01727 0.94546
44 H -0.23163 -1.98075 3.31455
45 H 1.12133 -2.13616 2.18507
46 H 0.14707 0.42618 3.53118
47 H 1.96112 1.58388 2.37278
48 H 2.49625 0.08845 1.60972
49 H -0.18889 1.46543 1.18476
50 H 3.94981 3.48106 -0.47006
51 H 3.17695 2.63161 -1.84158
52 H 2.34456 3.99315 -1.07178

Atomic forces in eV per Å
C 0.004 0.005 0.005
C 0.001 0.002 0.001
C -0.006 0.005 0.009
N -0.001 -0.027 -0.003
C -0.025 -0.012 -0.010
O 0.001 0.008 0.000
C 0.017 0.035 0.014
C 0.005 -0.008 -0.016
N -0.003 -0.004 0.004
N 0.001 0.011 0.002
C 0.004 -0.011 -0.002
C -0.011 0.005 -0.002
C -0.001 -0.001 0.008
N 0.053 -0.033 0.018
C -0.001 -0.007 -0.007
C 0.001 0.003 0.005
C 0.018 -0.008 0.013
C -0.003 0.002 0.006
F 0.006 -0.005 -0.007
F 0.000 0.006 0.000
F -0.006 -0.003 0.003
C -0.002 0.007 0.005
C -0.109 0.094 -0.007
C 0.106 -0.128 -0.062
O -0.048 0.079 0.051
O -0.010 -0.001 -0.003
C 0.004 0.003 -0.003
H 0.000 0.000 -0.002
H -0.002 0.000 -0.004
H 0.002 -0.001 0.001
H -0.001 0.002 0.002
H -0.001 0.000 -0.001
H -0.001 -0.001 -0.003
H 0.002 -0.002 -0.002
H 0.009 0.017 -0.005
H 0.011 -0.013 0.004
H 0.002 -0.001 0.000
H -0.001 0.000 0.001
H -0.001 -0.001 -0.002
H -0.001 0.002 0.000
H 0.005 0.000 -0.002
H 0.002 -0.003 -0.006
H -0.007 -0.007 0.013
H -0.005 -0.003 -0.005
H 0.003 0.003 -0.003
H -0.004 0.002 -0.004
H -0.001 0.002 -0.005
H -0.003 -0.004 -0.003
H 0.004 -0.007 0.005
H -0.001 -0.001 0.002
H -0.001 -0.001 0.000
H -0.002 0.000 0.000